(1)
Density functional theory data (ωB97M-V/def2-TZVPD) for a structure of composition C43H36BaN7O3S.

Cartesian coordinates (Å):
Ba1 -0.274 0.660 -1.263
C1 -0.724 -0.396 3.733
O1 0.158 -0.531 2.602
C2 -0.316 -1.588 1.914
N1 -1.388 -2.147 2.289
C3 -1.909 -1.318 3.385
C4 -2.439 -2.089 4.561
C5 -1.861 -3.289 4.960
C6 -2.338 -3.959 6.077
C7 -3.395 -3.432 6.809
C8 -3.977 -2.237 6.412
C9 -3.503 -1.571 5.291
C10 0.428 -1.938 0.680
C11 -0.207 -2.696 -0.305
C12 0.466 -2.911 -1.495
C13 1.746 -2.389 -1.649
C14 2.285 -1.646 -0.608
N2 1.637 -1.410 0.534
C15 3.611 -0.993 -0.745
N3 4.032 -0.039 -0.035
C16 5.371 0.301 -0.529
C17 5.513 -0.551 -1.811
O2 4.400 -1.468 -1.747
C18 5.548 1.778 -0.780
C19 6.810 2.354 -0.670
C20 6.997 3.699 -0.957
C21 5.918 4.480 -1.350
C22 4.657 3.910 -1.454
C23 4.471 2.564 -1.172
H1 -1.001 0.651 3.827
H2 -0.188 -0.734 4.624
H3 -2.727 -0.727 2.969
H4 -1.048 -3.704 4.377
H5 -1.887 -4.897 6.377
H6 -3.767 -3.957 7.680
H7 -4.807 -1.823 6.972
H8 -3.963 -0.641 4.970
H9 -1.217 -3.042 -0.133
H10 -0.006 -3.437 -2.312
H11 2.292 -2.505 -2.575
H12 6.098 -0.013 0.227
H13 6.432 -1.130 -1.863
H14 5.409 0.057 -2.712
H15 7.650 1.747 -0.349
H16 7.983 4.138 -0.866
H17 6.060 5.531 -1.568
H18 3.798 4.501 -1.749
H19 3.476 2.147 -1.268
N4 -0.711 3.954 -3.523
C24 0.243 3.225 -2.865
S1 0.603 3.671 -1.232
N5 0.712 2.208 -3.564
N6 1.859 1.644 -3.038
C25 2.262 0.565 -3.600
C26 1.633 -0.243 -4.663
C27 2.365 -0.556 -5.804
C28 1.840 -1.343 -6.816
C29 0.550 -1.847 -6.659
C30 -0.182 -1.584 -5.519
C31 0.334 -0.788 -4.468
O3 -0.330 -0.620 -3.367
H20 -1.344 4.488 -2.955
H21 -1.049 3.561 -4.387
H22 3.226 0.217 -3.229
H23 3.369 -0.154 -5.903
H24 2.418 -1.558 -7.705
H25 0.116 -2.465 -7.439
H26 -1.179 -1.990 -5.391
N7 -1.670 2.007 1.457
C32 -2.850 2.043 2.189
C33 -2.979 2.919 3.270
C34 -4.144 2.979 4.014
C35 -5.214 2.166 3.671
C36 -5.081 1.284 2.609
C37 -3.906 1.158 1.864
C38 -3.802 0.113 0.784
C39 -4.613 -1.021 0.944
C40 -4.656 -2.027 -0.012
C41 -3.873 -1.898 -1.146
C42 -3.022 -0.805 -1.263
C43 -2.916 0.229 -0.316
H27 -1.910 1.623 0.531
H28 -1.162 2.880 1.428
H29 -2.143 3.568 3.511
H30 -4.220 3.672 4.843
H31 -6.149 2.224 4.214
H32 -5.934 0.678 2.331
H33 -5.202 -1.152 1.844
H34 -5.286 -2.894 0.144
H35 -3.898 -2.653 -1.926
H36 -2.407 -0.793 -2.167

The net charge is -1. As for the gap between HOMO and LUMO: 7.12 eV. As for the energy: -2693.0261 hartree. The relative energy (zero: lowest compared OMol25 entry of this formula, charge and spin) is 13.7 kcal per mole.

Taken from the Mulliken analysis, the atomic charges in e are:
1 Ba 1.251
2 C -0.681
3 O -0.429
4 C -0.139
5 N -0.655
6 C 3.574
7 C -1.027
8 C -0.226
9 C -0.734
10 C -0.413
11 C -0.728
12 C -0.083
13 C -0.152
14 C -0.142
15 C -0.804
16 C 0.165
17 C 0.700
18 N -0.116
19 C -0.317
20 N -0.678
21 C 0.487
22 C -0.878
23 O -0.411
24 C -0.179
25 C -0.584
26 C -0.491
27 C -0.524
28 C -0.581
29 C 0.332
30 H 0.245
31 H 0.385
32 H -1.347
33 H 0.364
34 H 0.373
35 H 0.376
36 H 0.416
37 H 0.391
38 H 0.618
39 H 0.352
40 H 0.562
41 H 0.662
42 H 0.313
43 H 0.444
44 H 0.364
45 H 0.357
46 H 0.379
47 H 0.397
48 H 0.249
49 N -0.559
50 C 0.375
51 S -0.444
52 N -0.837
53 N 0.395
54 C -0.338
55 C 0.444
56 C -0.271
57 C -0.767
58 C -0.352
59 C -0.786
60 C -0.280
61 O 0.035
62 H 0.220
63 H 0.238
64 H 0.005
65 H 0.397
66 H 0.362
67 H 0.381
68 H 0.397
69 N 0.133
70 C 0.049
71 C -0.421
72 C -0.469
73 C -0.884
74 C -0.639
75 C 0.338
76 C 0.508
77 C -0.655
78 C -0.934
79 C -0.913
80 C -0.143
81 C -0.353
82 H -0.205
83 H 0.159
84 H 0.404
85 H 0.402
86 H 0.405
87 H 0.513
88 H 0.262
89 H 0.348
90 H 0.430
91 H 0.612

(2)
Density functional theory data (ωB97M-V/def2-TZVPD) for a cluster of 4 separate species, C8H24O4 in total at a distorted geometry.

Cartesian coordinates (Å):
C1 0.120 2.302 -2.980
C2 -1.340 2.022 -3.090
O1 -1.649 2.376 -4.444
H1 0.787 1.716 -3.613
H2 0.474 2.013 -1.991
H3 0.279 3.376 -3.067
H4 -1.965 2.664 -2.470
H5 -1.585 0.971 -2.940
H6 -1.409 1.662 -5.039
C3 1.298 -1.639 -1.859
C4 2.367 -0.629 -1.240
O2 2.218 -0.609 0.178
H7 0.320 -1.181 -1.712
H8 1.224 -2.592 -1.334
H9 1.492 -1.891 -2.901
H10 2.029 0.312 -1.674
H11 3.394 -0.928 -1.452
H12 3.040 -0.478 0.655
C5 -1.146 2.060 1.093
C6 -0.239 1.884 2.246
O3 0.170 0.527 2.195
H13 -1.116 3.115 0.822
H14 -2.151 1.806 1.431
H15 -0.905 1.413 0.249
H16 -0.773 2.018 3.187
H17 0.675 2.478 2.254
H18 0.840 0.358 1.529
C7 -0.157 -3.185 2.355
C8 -1.337 -2.879 3.365
O4 -1.606 -1.501 3.362
H19 0.816 -3.140 2.844
H20 -0.129 -2.464 1.539
H21 -0.143 -4.185 1.922
H22 -0.954 -3.252 4.315
H23 -2.177 -3.468 2.995
H24 -0.761 -1.053 3.273

The net charge is -1. As for the gap between HOMO and LUMO (alpha / beta): 2.24 / 9.75 eV. The spin multiplicity is 2. As for the energy: -620.0525 hartree. The relative energy (zero: lowest compared OMol25 entry of this formula, charge and spin) is 19.9 kcal per mole.

Taken from the Mulliken analysis, the atomic charges in e are:
1 C -1.169
2 C -0.264
3 O -0.451
4 H 0.272
5 H 0.445
6 H 0.364
7 H 0.163
8 H 0.243
9 H 0.290
10 C -1.320
11 C -1.173
12 O 1.134
13 H 0.039
14 H 0.239
15 H 0.565
16 H 0.126
17 H 0.493
18 H -0.447
19 C -0.871
20 C -0.782
21 O -0.298
22 H 0.409
23 H 0.318
24 H 0.042
25 H 0.248
26 H 0.602
27 H -0.058
28 C -1.321
29 C -0.176
30 O -0.482
31 H 0.346
32 H 0.279
33 H 0.359
34 H 0.225
35 H 0.331
36 H 0.279

(3)
Density functional theory data (ωB97M-V/def2-TZVPD) for a structure of composition C4H6GdO2 at a distorted geometry.

Cartesian coordinates (Å):
C1 -0.373 0.489 0.619
O1 -0.621 1.837 0.573
H1 -0.893 0.043 1.478
H2 -0.731 2.128 -0.339
C2 1.275 -0.207 0.901
C3 0.982 -1.090 -0.257
C4 -0.271 -0.371 -0.599
O2 -1.487 -0.350 -0.958
Gd1 -3.184 0.835 -2.335
H3 2.054 0.537 0.704
H4 1.301 -0.617 1.913
H5 1.748 -1.262 -1.019
H6 0.199 -1.973 -0.682

The net charge is +2. As for the gap between HOMO and LUMO (alpha / beta): 5.50 / 3.85 eV. The spin multiplicity is 9. As for the energy: -1071.2010 hartree. The relative energy (zero: lowest compared OMol25 entry of this formula, charge and spin) is 96.2 kcal per mole.

Taken from the Mulliken analysis, the atomic charges in e are:
1 C 0.034
2 O -0.384
3 H 0.375
4 H 0.306
5 C -0.502
6 C -0.484
7 C 0.684
8 O -0.577
9 Gd 1.219
10 H 0.310
11 H 0.319
12 H 0.394
13 H 0.308

(4)
Density functional theory data (ωB97M-V/def2-TZVPD) for a structure of composition C29H29N2OSZn at a distorted geometry.

Cartesian coordinates (Å):
Zn1 -0.174 -0.277 -0.627
S1 1.531 -1.258 -5.233
C1 0.753 -2.446 -4.193
C2 0.495 -3.717 -4.702
C3 -0.186 -4.674 -3.966
C4 -0.664 -4.341 -2.705
C5 -0.400 -3.091 -2.180
C6 0.361 -2.131 -2.871
N1 0.709 -0.966 -2.227
C7 1.370 0.092 -2.898
C8 1.107 2.550 -1.825
C9 1.037 3.905 -1.773
C10 0.708 4.432 -0.501
C11 0.642 3.616 0.614
C12 0.820 2.226 0.543
C13 0.904 1.665 -0.732
H1 0.835 -3.944 -5.706
H2 -0.362 -5.659 -4.381
H3 -1.252 -5.052 -2.137
H4 -0.782 -2.814 -1.200
H5 1.254 4.547 -2.615
H6 0.577 5.501 -0.385
H7 0.469 4.070 1.584
H8 0.789 1.624 1.444
C14 -0.598 -3.074 1.994
C15 0.151 -1.740 1.878
C16 0.363 -1.167 3.289
C17 1.521 -1.985 1.229
O1 -0.613 -0.826 1.138
H9 -0.013 -3.798 2.566
H10 -0.789 -3.485 1.001
H11 -1.558 -2.918 2.491
H12 0.986 -1.837 3.886
H13 -0.598 -1.031 3.789
H14 0.855 -0.194 3.225
H15 2.130 -2.647 1.847
H16 2.046 -1.032 1.114
H17 1.398 -2.438 0.243
C18 2.980 1.805 -4.595
C19 3.616 1.225 -3.511
C20 2.829 0.499 -2.517
C21 1.627 1.237 -1.997
C22 0.990 0.384 -4.331
C23 1.664 1.526 -4.937
H18 3.537 2.500 -5.217
H19 4.674 1.371 -3.332
H20 3.346 -0.137 -1.807
H21 -0.092 0.367 -4.468
H22 1.194 1.997 -5.792
N2 -2.182 1.293 2.266
C24 -2.671 1.433 3.539
C25 -2.676 2.680 4.183
C26 -3.238 2.832 5.438
C27 -3.800 1.748 6.100
C28 -3.781 0.505 5.480
C29 -3.229 0.343 4.222
H23 -1.685 2.084 1.892
H24 -1.790 0.392 1.965
H25 -2.227 3.533 3.684
H26 -3.231 3.810 5.904
H27 -4.239 1.872 7.081
H28 -4.210 -0.353 5.986
H29 -3.228 -0.630 3.745

The net charge is -1. As for the gap between HOMO and LUMO: 4.54 eV. As for the energy: -3484.6427 hartree.

Taken from the Mulliken analysis, the atomic charges in e are:
1 Zn -0.581
2 S -0.423
3 C 0.529
4 C -0.589
5 C -0.604
6 C -0.699
7 C -0.417
8 C 0.319
9 N 0.358
10 C 1.258
11 C -0.029
12 C -1.046
13 C -0.386
14 C -0.540
15 C -0.687
16 C -0.232
17 H 0.337
18 H 0.349
19 H 0.385
20 H -0.147
21 H 0.454
22 H 0.385
23 H 0.434
24 H 0.432
25 C -1.464
26 C 2.215
27 C -1.685
28 C -1.788
29 O -0.576
30 H 0.391
31 H 0.214
32 H 0.320
33 H 0.449
34 H 0.284
35 H 0.283
36 H 0.500
37 H 0.357
38 H 0.290
39 C -0.108
40 C -1.315
41 C 0.062
42 C 0.437
43 C 0.779
44 C -1.580
45 H 0.406
46 H 0.355
47 H 0.472
48 H 0.525
49 H 0.364
50 N -0.351
51 C 0.562
52 C -0.454
53 C -0.557
54 C -0.493
55 C -0.526
56 C -0.202
57 H 0.120
58 H 0.028
59 H 0.331
60 H 0.348
61 H 0.362
62 H 0.347
63 H 0.439

Among the records above, which one has the highest energy? C8H24O4

energy of number 2 (C8H24O4)? -620.0525 hartree

Among the records above, which one has the lowest energy? C29H29N2OSZn